Record 1
122
Properties=species:S:1:pos:R:3:forces:R:3 method="wB97M-V/def2-TZVPD" homo_lumo_gap_ev="1.9 / 9.8" e_homo_ha="-0.0033 / -0.2957" energy_ha=-6940.08105 spin_multiplicity=2 largest_force_ev_per_a=5.7 total_charge=-1
C 1.469084 1.764538 -1.062617 0.6 0.1 -0.8
C 0.073934 2.185158 -0.605097 -1.6 -0.8 0.1
C -0.908986 0.996398 -0.759867 1.2 -2.0 0.0
S 0.201334 -0.554062 -1.233557 -1.2 0.3 2.4
O 0.168334 -0.821322 -2.664897 0.0 0.1 0.8
O -0.099936 -1.647312 -0.257067 0.5 1.4 -1.8
C 1.754904 0.266798 -0.742297 -1.4 0.8 -0.3
H 2.297824 2.384858 -0.721317 -0.3 0.0 0.6
H 1.489334 1.981388 -2.130627 0.0 -0.6 -0.4
H -0.419346 3.002348 -1.131387 0.7 0.3 -0.3
H -0.055476 2.436968 0.447493 0.7 0.2 0.2
H -1.719986 0.941968 -1.486107 0.3 0.6 -0.3
H -1.349266 0.798788 0.217483 0.0 -0.6 -0.2
H 2.603654 -0.203342 -1.238977 -0.2 0.2 0.0
H 1.760744 0.153608 0.341793 0.3 -0.2 0.1
C -0.856296 -7.053862 1.258013 -1.2 -0.5 1.8
C -0.365476 -5.893212 0.408663 2.5 -0.6 0.6
C -0.543666 -4.637352 1.246633 -1.9 1.1 -0.7
S -0.740626 -5.020312 3.043893 0.1 -2.3 -2.8
O -2.128986 -4.717572 3.397023 1.6 0.0 0.3
O 0.457674 -4.638192 3.733593 -0.1 1.2 1.1
C -0.531196 -6.864862 2.802763 0.0 1.5 -0.7
H -0.610566 -8.072682 0.958443 0.3 0.2 -0.3
H -1.940006 -6.959472 1.189083 -0.3 -0.4 0.1
H -0.732266 -5.949862 -0.616207 -0.9 0.6 0.3
H 0.697754 -5.946922 0.174663 0.4 -0.4 0.4
H -1.518746 -4.233232 0.974603 -0.3 0.2 0.3
H 0.107644 -3.802882 0.986743 0.4 -0.3 0.5
H -1.109866 -7.276242 3.629803 -0.7 -0.5 -0.7
H 0.498334 -7.101622 3.071313 0.2 0.3 -0.4
O -3.469666 0.187078 0.798163 -2.4 -1.8 2.8
C -4.157996 -0.442992 1.649543 1.7 1.5 -2.9
O -3.650996 -1.452162 2.325413 -0.2 0.1 1.6
C -4.599786 -1.877972 3.390423 0.2 -1.7 -1.1
C -5.992776 -1.319702 3.040263 1.0 -0.3 0.8
C -5.625746 -0.344902 1.952093 -1.2 1.1 -0.7
H -4.207586 -1.660762 4.383953 0.1 0.4 -0.3
H -4.587486 -2.956212 3.231233 0.0 -0.1 0.5
H -6.470796 -0.940282 3.943383 0.1 0.4 -0.2
H -6.657126 -2.085932 2.640723 0.2 -0.1 0.1
H -5.917156 0.693398 2.110583 0.0 0.0 0.0
H -6.187936 -0.716952 1.095583 0.3 0.5 -0.6
O 2.312594 1.010218 3.270373 -4.8 -3.0 1.0
C 1.140504 0.507318 3.510013 2.6 3.4 -0.3
O 0.717094 -0.707972 3.210213 1.4 -0.2 -1.1
C -0.712456 -0.859992 3.296513 0.0 0.0 0.0
C -1.275166 0.460928 3.687663 -0.7 0.3 1.3
C -0.059396 1.279118 4.143733 0.1 -0.1 -0.6
H -0.858016 -1.581182 4.100753 -0.2 -0.4 -0.6
H -1.185066 -1.035762 2.330153 0.8 -1.2 0.0
H -2.003856 0.178658 4.447553 0.0 0.8 0.6
H -1.916496 0.870058 2.907013 0.6 0.5 -0.2
H 0.067174 1.343108 5.224473 0.0 -0.3 0.1
H -0.119386 2.312218 3.801373 0.2 0.1 -0.2
O -3.896626 -1.386092 -5.557497 -0.1 1.0 3.3
C -3.989556 -1.206612 -4.336597 -1.3 -1.5 -1.8
O -5.045576 -0.535592 -3.742827 0.6 1.0 -0.1
C -4.674876 -0.234862 -2.355287 -0.2 0.0 0.2
C -3.886856 -1.396402 -1.924817 2.3 -1.6 0.4
C -3.341966 -1.985352 -3.200197 0.6 -0.2 -0.8
H -5.493476 -0.151192 -1.640457 -0.6 0.5 -0.9
H -4.018476 0.631698 -2.275757 -0.5 0.4 -0.5
H -4.362396 -2.189592 -1.347907 -0.4 0.4 0.2
H -2.963736 -1.102222 -1.425397 -0.5 0.2 0.8
H -3.693266 -3.008082 -3.337007 0.3 -0.1 -0.2
H -2.252706 -1.956342 -3.172317 0.0 -0.2 -0.6
O 3.560534 -5.018442 -0.038147 -0.4 1.8 2.1
C 3.554284 -4.346692 1.006173 -0.1 -1.4 -3.7
O 4.026324 -4.882322 2.114093 0.6 0.0 -0.8
C 3.918784 -3.946872 3.140113 -0.3 0.0 3.0
C 3.601654 -2.578162 2.585133 0.2 2.3 -0.2
C 3.146504 -2.858042 1.186333 0.1 -2.1 -1.0
H 4.805644 -4.013322 3.770333 0.2 0.2 -0.2
H 3.123794 -4.386752 3.742283 -0.3 0.7 0.4
H 4.343304 -1.779462 2.573153 1.7 -1.0 -0.4
H 2.992774 -1.843702 3.112323 -1.4 -1.3 0.6
H 3.709294 -2.416432 0.363923 -0.2 0.6 0.2
H 2.074904 -2.795132 0.997073 0.0 0.2 0.0
O 1.158314 4.823768 -5.531527 0.9 1.0 2.0
C 1.590684 5.125318 -4.414977 -0.2 -2.0 -3.9
O 2.903024 5.371948 -4.230597 0.8 0.9 -1.3
C 3.222484 5.727878 -2.898507 0.1 -0.7 0.6
C 1.921684 5.766088 -2.234547 -2.8 -1.2 1.2
C 0.910914 4.986428 -3.145947 0.2 1.9 1.7
H 3.544894 6.752168 -2.711477 1.3 -0.3 -1.0
H 3.851564 4.948098 -2.469197 0.5 0.3 -0.2
H 1.630374 6.816338 -2.248897 -0.6 -0.2 0.6
H 1.891684 5.296238 -1.251467 0.2 0.7 0.3
H 0.001724 5.585988 -3.101217 -0.4 -0.7 -0.3
H 0.752354 3.923728 -2.962547 -0.1 0.2 0.2
Cl 5.238914 -0.461662 -1.444027 0.0 -0.1 -0.1
C 6.607104 -0.224322 -2.577917 1.1 -0.3 1.5
C 7.874534 -1.016932 -2.064567 -1.2 -0.2 -1.8
Cl 8.654024 -0.409602 -0.616787 -0.2 0.2 0.2
H 6.819214 0.843228 -2.519237 0.0 -0.1 -0.4
H 6.279854 -0.548212 -3.565897 0.2 0.0 0.1
H 8.594854 -1.024922 -2.882597 0.2 0.3 0.1
H 7.621164 -2.070022 -1.942517 -0.2 0.1 0.4
Cl 2.265644 6.812388 2.411683 0.6 -0.6 0.5
C 3.100794 5.348078 3.161463 -0.2 0.9 -0.1
C 2.775794 4.142408 2.362073 -0.5 -0.5 0.0
Cl 3.541474 4.120158 0.747093 0.3 0.1 0.1
H 2.678224 5.221938 4.158273 0.0 0.1 -0.1
H 4.170794 5.539608 3.242303 -0.2 0.2 -0.1
H 1.698494 4.119738 2.197713 0.0 -0.2 -0.1
H 3.047414 3.236748 2.904373 0.1 0.0 -0.2
Cl -4.017206 3.457688 -1.546907 0.3 0.2 -0.6
C -3.442516 3.549218 0.099083 0.7 0.1 2.2
C -4.206906 4.519928 0.994573 -1.1 0.1 -0.7
Cl -5.979556 4.177468 0.732513 0.1 0.4 0.6
H -2.424506 3.914918 0.233343 0.4 -0.1 -0.8
H -3.430366 2.536608 0.502283 -0.3 0.0 0.0
H -4.007556 5.557848 0.727973 -0.3 0.0 -0.5
H -4.021936 4.516848 2.068763 0.2 -0.9 -0.1
Cl -1.408896 1.664248 -4.270097 0.6 0.3 -1.0
C -0.693626 0.773628 -5.691637 -0.2 -1.0 -0.7
C 0.592234 1.283238 -6.369577 -0.1 0.3 1.6
Cl 0.962944 0.327448 -7.881097 -0.3 0.7 1.1
H -1.418816 0.677148 -6.499657 -0.5 0.2 0.5
H -0.542296 -0.211822 -5.251087 0.2 0.0 -0.3
H 1.383294 1.154048 -5.630917 0.4 -0.2 -0.5
H 0.537144 2.357128 -6.547997 -0.1 -0.2 -0.6



Record 2
123
Properties=species:S:1:pos:R:3:forces:R:3 method="wB97M-V/def2-TZVPD" homo_lumo_gap_ev=5.6 e_homo_ha=-0.3848 energy_ha=-4223.20007 largest_force_ev_per_a=8.3 total_charge=+1
C -5.196681 -3.479345 1.125756 -0.2 0.9 0.2
C -5.243704 -2.460338 -0.140542 -1.1 -1.4 1.6
O -4.285094 -2.899371 -1.135280 0.6 2.0 0.5
C -3.411028 -1.851277 -1.573428 0.0 -0.5 -1.8
C -1.906680 -2.298736 -1.226808 0.1 0.3 0.9
P -1.018534 -2.697247 -2.840781 -1.2 1.4 0.9
C -0.018729 -1.256230 -3.512208 1.1 0.2 -0.4
C -0.890783 0.036130 -3.881406 -0.8 -0.2 -0.2
C -0.837218 1.196818 -2.803879 -1.9 0.2 -1.7
F -1.553980 0.756828 -1.672600 1.8 1.0 -1.5
F -1.589248 2.280333 -3.357248 1.4 -2.2 1.2
C 0.619431 1.779882 -2.496202 1.0 1.7 -0.4
F 0.569519 3.192077 -2.664322 0.2 -3.0 0.7
F 1.607192 1.341804 -3.417285 -2.4 0.3 1.7
C 1.174013 1.499670 -1.026690 2.5 -0.1 0.5
F 2.581765 1.706155 -1.092903 -3.0 -0.5 0.1
F 1.001305 0.180767 -0.574243 -0.1 2.2 -1.4
C 0.640574 2.494542 0.106097 -0.8 1.3 2.6
F 1.472200 3.610314 0.308333 -1.8 -3.0 -0.7
F 0.579515 1.748448 1.309397 0.3 1.8 -2.6
F -0.643533 2.990981 -0.108120 2.6 -1.2 0.0
S 0.380910 -4.360810 -2.670996 6.7 -1.2 -4.8
O 0.354138 -5.268146 -3.860338 -1.8 1.9 3.3
O 1.754484 -3.716691 -2.635089 -4.1 -0.8 1.2
C 0.211800 -5.296039 -1.066596 -0.4 -2.9 1.1
F 0.912518 -6.512313 -1.231710 -1.7 3.0 0.1
F -1.136554 -5.607031 -0.843354 2.6 1.0 -0.3
C 0.927720 -4.538544 0.151176 2.0 0.3 2.3
F 2.303651 -4.823853 0.142869 -3.4 0.6 -0.2
F 0.420835 -5.002366 1.377284 0.9 1.2 -3.1
F 0.822109 -3.141467 0.095461 -0.4 -2.9 0.0
H -4.672204 -4.455819 0.867885 -0.9 1.2 0.2
H -6.273003 -3.642989 1.492527 1.7 0.0 -0.6
H -4.637271 -2.989909 2.003998 -0.7 -0.8 -1.3
H -6.280739 -2.552019 -0.609494 1.4 0.4 0.6
H -5.053687 -1.428343 0.291403 -0.1 -1.1 -1.1
H -3.690299 -0.806657 -1.231194 0.6 -1.4 0.1
H -3.482541 -1.834209 -2.728320 -0.2 0.2 1.5
H -1.969927 -3.186845 -0.502729 0.2 1.0 -1.4
H -1.289839 -1.501171 -0.690593 -0.8 -0.9 -0.9
H -1.999329 -3.085972 -3.819294 0.6 0.0 0.5
H 0.805846 -1.030445 -2.742063 -1.2 -0.5 -1.1
H 0.512208 -1.606238 -4.471437 -0.8 0.3 1.6
H -0.590979 0.417792 -4.919601 -0.2 -0.4 1.7
H -2.001736 -0.251450 -3.987023 1.5 0.6 0.3
C -3.996917 1.898019 2.249474 -0.4 0.1 0.0
C -3.018135 0.976571 2.944135 0.4 0.0 0.2
C -2.858372 -0.138396 1.928968 -0.1 -0.2 0.0
O -3.041669 0.451005 0.632209 0.0 -0.1 0.1
C -3.570764 1.777026 0.799840 0.1 0.3 -0.2
H -3.969033 2.924435 2.616579 0.0 -0.1 0.0
H -5.016356 1.517383 2.372751 0.0 0.1 0.0
H -2.063006 1.491359 3.087725 -0.1 -0.1 0.1
H -3.363371 0.621372 3.915702 0.0 0.0 -0.1
H -3.627415 -0.908430 2.059695 0.0 0.0 0.1
H -1.875735 -0.615170 1.980021 0.0 0.0 -0.1
H -2.774983 2.487425 0.560813 -0.1 0.0 0.0
H -4.398017 1.933630 0.103697 0.1 -0.1 0.0
C 4.575613 -3.071125 2.030221 -0.3 -0.2 0.2
C 4.593421 -1.645251 1.523118 0.0 0.2 -0.4
C 5.635910 -1.005465 2.420055 0.2 0.1 0.3
O 6.574300 -2.033389 2.762485 -0.3 0.0 -0.2
C 6.034719 -3.302309 2.370576 0.4 0.0 0.0
H 4.188378 -3.789738 1.307126 0.1 0.0 0.1
H 3.965539 -3.135081 2.937400 0.0 0.0 -0.1
H 4.933068 -1.625964 0.482207 0.0 0.0 0.0
H 3.623133 -1.147277 1.574599 0.1 0.0 0.0
H 5.188682 -0.636304 3.349151 0.0 0.1 -0.1
H 6.158304 -0.179036 1.933040 0.1 -0.1 0.1
H 6.596241 -3.649258 1.495856 0.0 -0.1 0.0
H 6.168198 -4.024449 3.178753 0.1 0.1 0.0
C 9.614352 -5.229017 0.059525 -0.3 0.0 -0.3
C 10.137985 -4.202966 1.041135 0.3 0.3 0.0
C 9.850701 -4.867267 2.373287 -0.2 -0.1 0.3
O 9.930554 -6.282486 2.157143 0.0 0.2 -0.3
C 9.972305 -6.532974 0.746309 0.2 -0.2 0.1
H 10.044959 -5.141707 -0.939329 0.0 0.0 0.1
H 8.526222 -5.138474 -0.027326 0.1 0.0 0.0
H 11.217865 -4.080960 0.909414 -0.1 0.0 0.0
H 9.669702 -3.221975 0.944385 0.0 -0.1 0.1
H 8.837881 -4.638061 2.721654 0.0 0.1 0.0
H 10.560678 -4.573899 3.149574 -0.1 -0.1 0.0
H 10.989664 -6.849155 0.491766 0.0 0.0 -0.1
H 9.283376 -7.342763 0.496249 0.0 0.0 0.1
C 0.571672 7.542953 -2.248264 0.3 0.1 -0.3
C 0.296001 6.363038 -1.341941 -0.3 -0.3 0.0
C 0.589707 6.942125 0.028411 0.2 0.2 0.3
O 0.276296 8.338763 -0.036925 0.0 -0.3 -0.3
C 0.077704 8.705315 -1.409066 -0.3 0.2 0.1
H 0.076758 7.477501 -3.218592 0.0 0.0 0.1
H 1.649046 7.636118 -2.419094 -0.1 0.0 0.0
H -0.760338 6.081741 -1.410277 0.1 0.0 0.0
H 0.898857 5.482881 -1.570546 0.0 0.1 0.0
H 1.651421 6.847718 0.280807 0.0 -0.1 0.0
H 0.000883 6.470290 0.818676 0.0 0.1 0.0
H -0.993977 8.875662 -1.558869 0.0 0.0 -0.1
H 0.610770 9.634045 -1.622282 0.0 0.0 0.1
C -5.512279 0.452432 -6.841721 -0.3 0.0 -0.2
C -4.969623 1.465961 -5.857306 0.3 0.2 0.0
C -5.254100 0.796851 -4.526648 -0.3 0.0 0.2
O -5.191843 -0.620107 -4.752356 0.2 0.1 -0.1
C -5.164099 -0.860203 -6.167773 0.1 -0.3 0.0
H -5.088494 0.541874 -7.842880 0.0 0.0 0.1
H -6.598994 0.555824 -6.919372 0.1 0.0 0.0
H -3.888789 1.576897 -5.996889 -0.1 0.1 0.0
H -5.427355 2.452133 -5.944184 0.0 -0.1 0.0
H -6.260741 1.035253 -4.168848 0.1 0.1 0.0
H -4.534004 1.077790 -3.753215 0.0 -0.1 0.0
H -4.151530 -1.186156 -6.433215 0.0 0.0 -0.1
H -5.863886 -1.659750 -6.418417 0.1 0.0 0.1
C -2.384040 4.320961 7.260463 0.2 0.4 0.1
C -3.708952 3.646704 7.543108 -0.1 -0.3 0.3
C -4.307600 3.533493 6.154672 -0.2 0.1 -0.2
O -3.210532 3.401062 5.239070 0.0 0.0 0.2
C -1.991383 3.700359 5.934118 0.2 -0.2 -0.2
H -1.637010 4.166229 8.040299 0.0 0.0 -0.1
H -2.534327 5.398464 7.139133 0.1 -0.1 0.0
H -3.535928 2.648493 7.958108 -0.1 0.1 0.0
H -4.344305 4.198919 8.236965 0.0 0.0 -0.1
H -4.861646 4.438876 5.885465 -0.1 0.0 0.1
H -4.974993 2.674237 6.054450 0.1 0.0 -0.1
H -1.449688 2.759347 6.081317 0.1 0.0 0.0
H -1.375049 4.365352 5.325225 -0.1 -0.1 -0.1